w:
Formula: C2H9N2O
Source: the Open Molecules 2025 dataset
Level of theory: the ωB97M-V functional and the def2-TZVPD basis

Calculated values
HOMO-LUMO gap ... 7.406 eV
HOMO ... -0.10583 Eh
Charge ... -1
LUMO ... 4.5 eV
Spin multiplicity ... 1

Positions of all 14 atoms, in Å:
C  -0.53935  -2.12686  1.12081
N  -0.38463  -2.11739  -0.34690
H  -1.27604  -2.87860  1.40895
H  -0.85181  -1.16790  1.58337
H  0.38537  -2.38473  1.65968
H  -1.19862  -2.35101  -0.75554
H  -0.07369  -1.15053  -0.71125
N  0.71266  2.85708  -0.18243
C  0.57764  1.60586  -1.02419
O  0.13916  0.55686  -0.27565
H  1.26479  2.55498  0.60374
H  -0.19797  3.16436  0.18613
H  -0.12765  1.95557  -1.84703
H  1.57015  1.48232  -1.41970

x:
Formula: C2H9N2O
Source: the Open Molecules 2025 dataset
Level of theory: the ωB97M-V functional and the def2-TZVPD basis

Calculated values
HOMO-LUMO gap ... 7.039 eV
HOMO ... -0.09034 Eh
Charge ... -1
LUMO ... 4.6 eV
Spin multiplicity ... 1

Positions of all 14 atoms, in Å:
C  -0.95152  -0.16381  0.87420
O  0.11114  0.33720  1.54976
C  -0.82637  0.10700  -0.65669
N  -2.05648  -0.22599  -1.37563
H  -0.99660  -1.27992  0.96997
H  -1.95671  0.19958  1.18740
H  -0.61667  1.17801  -0.69560
H  0.05383  -0.46970  -0.95457
H  -1.90422  -0.46292  -2.34285
H  -2.50848  -1.03127  -0.95795
N  2.91749  0.49364  0.29834
H  3.51493  1.15520  0.77407
H  3.22985  -0.41985  0.59769
H  1.98980  0.58282  0.73186

Of them, the most stable is x and the least stable is w.